[1]
{"formula": "C30H47Cl2N4O7SSiTi", "method": "ωB97M-V with the def2-TZVPD basis set", "gap_ev": [3.929, 7.496], "max_force_ev_per_a": 3.975, "energy_ha": -4374.77429, "e_lumo_ev": [2.3, 2.3], "spin_multiplicity": 3, "molar_mass_da": 754.65, "total_charge": -1, "homo_energy_ev": [-1.63, -5.21], "species": ["C", "C", "H", "H", "H", "C", "C", "H", "H", "H", "H", "Ti", "Cl", "C", "O", "N", "C", "C", "H", "H", "H", "H", "H", "H", "H", "H", "H", "C", "C", "N", "H", "C", "O", "H", "H", "H", "H", "H", "H", "C", "C", "N", "H", "C", "O", "H", "H", "H", "H", "O", "C", "C", "C", "H", "C", "H", "C", "H", "C", "C", "H", "H", "H", "Si", "Cl", "C", "C", "C", "H", "H", "H", "H", "H", "H", "H", "H", "H", "O", "C", "N", "S", "O", "O", "C", "C", "C", "C", "C", "C", "H", "H", "H", "H"], "coordinates": [[3.253, -2.469, -6.101], [2.787, -1.725, -7.308], [2.972, -3.527, -6.169], [2.811, -2.055, -5.188], [4.348, -2.434, -5.999], [2.847, -2.270, -8.538], [3.406, -3.616, -8.852], [2.522, -1.713, -9.416], [3.022, -4.414, -8.198], [4.506, -3.630, -8.799], [3.130, -3.856, -9.888], [1.006, 0.317, -1.676], [2.282, 1.718, -3.025], [-0.401, 2.773, -1.929], [-0.562, 1.518, -1.740], [-1.348, 3.540, -2.431], [-2.671, 3.024, -2.774], [-0.944, 4.833, -2.963], [0.560, 3.256, -1.736], [-3.117, 2.485, -1.927], [-2.650, 2.368, -3.658], [-3.282, 3.900, -3.008], [-0.233, 5.291, -2.266], [-1.835, 5.452, -3.066], [-0.450, 4.715, -3.942], [-1.919, 1.474, 1.218], [-0.862, 1.219, 4.321], [-2.296, 0.648, 1.838], [-1.152, 0.198, 4.032], [-1.211, 0.049, 2.595], [-2.744, -0.115, 1.184], [-0.230, -0.525, 1.881], [-0.244, -0.457, 0.642], [-0.409, -0.499, 4.437], [0.567, -1.039, 2.455], [-3.042, 1.018, 2.544], [-2.135, -0.018, 4.465], [-0.728, -4.917, -0.373], [-0.004, -3.275, -3.490], [-1.592, -4.549, -0.946], [-1.004, -3.615, -3.194], [-1.221, -3.408, -1.766], [-2.380, -4.261, -0.240], [-1.185, -2.183, -1.213], [-0.643, -1.183, -1.742], [-1.755, -3.087, -3.798], [-1.673, -2.112, -0.224], [-1.953, -5.347, -1.598], [-1.108, -4.687, -3.373], [1.334, -0.284, -6.038], [2.309, -0.292, -7.073], [0.847, -0.091, -9.136], [1.811, 0.461, -8.290], [0.593, -1.151, -9.033], [0.186, 0.744, -10.051], [3.192, 0.228, -6.666], [2.288, 1.757, -8.511], [-0.637, 0.330, -10.639], [0.555, 2.087, -10.162], [1.652, 2.575, -9.443], [3.131, 2.101, -7.914], [0.004, 2.738, -10.847], [1.993, 3.600, -9.589], [-0.200, 0.390, -5.816], [1.386, -1.152, -3.519], [-1.343, -0.369, -7.111], [0.069, 2.266, -5.914], [-1.362, 0.182, -4.377], [-1.477, 0.267, -7.994], [-2.335, -0.534, -6.668], [-0.961, -1.347, -7.428], [-1.436, -0.828, -3.985], [-2.354, 0.511, -4.699], [-1.068, 0.833, -3.558], [0.476, 2.578, -6.888], [0.791, 2.562, -5.138], [-0.869, 2.822, -5.751], [2.317, -0.231, -0.198], [2.117, 0.858, 0.483], [1.510, 1.834, -0.177], [1.108, 3.195, 0.731], [1.731, 4.375, 0.190], [-0.312, 3.232, 0.999], [1.932, 2.502, 2.118], [1.851, 3.064, 3.386], [2.253, 2.271, 4.463], [2.606, 0.926, 4.266], [2.624, 0.369, 2.986], [2.354, 1.195, 1.885], [1.494, 4.091, 3.494], [2.272, 2.710, 5.461], [2.857, 0.314, 5.135], [2.821, -0.685, 2.806]], "atomic_forces_ev_per_a": [[0.0, -0.2, 0.4], [-0.3, 0.0, -1.2], [0.1, 0.1, 0.0], [0.2, -0.1, -0.3], [-0.2, 0.1, -0.1], [0.1, 0.6, 0.6], [0.1, -0.5, -0.3], [0.2, 0.0, 0.4], [0.1, 0.2, -0.1], [-0.2, 0.0, 0.1], [0.1, -0.2, 0.2], [0.9, -1.0, 0.7], [0.5, 0.7, -0.6], [-0.2, -1.9, 0.0], [-1.3, 2.8, -0.3], [-0.1, -0.3, -0.1], [-0.1, 0.0, -0.1], [0.3, 0.1, 0.0], [-0.1, -0.1, -0.1], [0.3, 0.1, -0.3], [0.1, 0.2, 0.4], [-0.1, -0.2, 0.1], [-0.2, 0.0, -0.2], [0.2, 0.1, 0.0], [-0.3, 0.1, 0.3], [-0.2, -0.2, 0.2], [0.0, -0.2, -0.1], [0.0, 0.2, -0.2], [0.1, 0.1, 0.1], [0.0, -0.3, 0.2], [0.1, 0.3, 0.1], [0.0, 0.5, -1.4], [-0.1, -0.5, 1.7], [-0.1, 0.2, 0.0], [-0.4, 0.2, -0.1], [0.0, 0.0, -0.1], [0.1, -0.1, 0.0], [-0.2, 0.0, -0.2], [-0.3, 0.0, 0.0], [0.0, 0.1, 0.2], [0.5, -0.1, -0.1], [-0.5, 0.3, 0.0], [0.1, -0.2, -0.1], [1.3, 1.7, -0.8], [-2.0, -2.3, 1.0], [0.2, 0.0, 0.2], [0.4, -0.1, -0.1], [-0.1, 0.1, 0.2], [0.1, 0.2, -0.1], [-0.8, 0.1, -0.4], [0.0, -0.2, 0.2], [-0.3, 0.7, -0.1], [0.5, -0.2, -0.1], [-0.2, 0.7, 0.0], [0.3, -0.3, 0.3], [-0.2, 0.1, -0.1], [-0.5, -0.2, -0.2], [0.3, 0.2, 0.1], [0.1, -0.1, -0.2], [0.0, -0.1, 0.0], [-0.3, 0.1, -0.1], [0.3, -0.2, 0.2], [-0.1, -0.2, 0.0], [0.6, 0.4, -0.8], [0.6, -0.8, 0.7], [-0.4, 0.0, -0.5], [-0.2, 0.0, -0.3], [0.5, 0.0, 0.6], [0.0, -0.3, 0.1], [0.2, 0.0, -0.1], [-0.1, 0.2, 0.0], [0.0, 0.0, 0.0], [0.0, 0.0, -0.3], [-0.1, -0.3, 0.0], [-0.2, -0.1, 0.3], [-0.2, -0.2, -0.1], [0.1, -0.1, 0.0], [-0.1, 0.2, 0.1], [1.0, 0.2, 2.2], [-0.9, 1.8, -0.6], [1.9, -3.5, 0.4], [-0.4, 0.4, -0.2], [-0.6, 0.6, -0.4], [-0.9, 2.4, 1.2], [0.4, -0.5, -0.4], [-0.3, 1.2, 0.5], [0.2, -1.1, -0.8], [0.4, 0.2, 1.2], [-0.1, -1.8, -2.0], [0.1, -0.3, 0.2], [0.0, -0.2, -0.2], [-0.1, 0.1, -0.3], [0.2, 0.1, 0.2]]}

---

[2]
{"formula": "C6H11N2O2", "method": "ωB97M-V with the def2-TZVPD basis set", "smiles": "CC1(C)NC/[N+](=C\\O)C1=O", "gap_ev": 9.038, "max_force_ev_per_a": 3.670, "energy_ha": -494.91436, "e_lumo_ev": -4.9, "molar_mass_da": 143.17, "total_charge": 1, "homo_energy_ev": -13.93, "species": ["C", "C", "C", "N", "C", "N", "C", "O", "C", "O", "H", "H", "H", "H", "H", "H", "H", "H", "H", "H", "H"], "coordinates": [[1.715, 0.430, -1.246], [1.022, 0.199, 0.079], [1.763, 0.533, 1.288], [0.645, -1.238, 0.105], [-0.779, -1.308, 0.030], [-1.345, 0.119, -0.079], [-2.619, 0.386, 0.024], [-3.585, -0.389, 0.119], [-0.256, 1.026, -0.029], [-0.420, 2.169, -0.394], [2.781, -0.019, -1.162], [1.780, 1.440, -1.350], [1.054, 0.062, -2.103], [1.837, 1.540, 1.540], [2.777, 0.047, 1.462], [1.219, 0.215, 2.173], [1.090, -1.690, -0.726], [-1.090, -1.782, 1.013], [-1.222, -1.820, -0.869], [-2.969, 1.424, 0.003], [-3.398, -1.343, 0.123]], "atomic_forces_ev_per_a": [[1.0, -2.6, -0.3], [-0.3, -0.8, -1.0], [1.9, -1.3, 2.8], [0.3, 0.2, -1.5], [-1.8, -0.9, 0.5], [-0.5, -2.9, 1.3], [1.9, 3.1, -0.5], [-1.7, -2.3, 0.2], [-0.2, 2.2, -2.3], [0.5, -1.4, 1.4], [-1.9, 0.5, -0.6], [0.7, 2.9, -0.6], [1.2, 0.2, 1.0], [0.5, 2.1, -0.4], [-1.2, 0.5, -0.9], [-0.4, -0.6, 0.0], [-0.7, 0.5, 1.1], [-0.5, 0.6, -1.2], [0.7, 0.0, 0.9], [0.7, 0.0, 0.0], [0.1, -0.1, 0.0]]}

---

[3]
{"formula": "C14H16IrN5OS3Te", "method": "ωB97M-V with the def2-TZVPD basis set", "gap_ev": 6.517, "max_force_ev_per_a": 0.460, "energy_ha": -2459.09505, "e_lumo_ev": -0.5, "molar_mass_da": 686.33, "homo_energy_ev": -7.03, "species": ["Ir", "N", "C", "S", "N", "N", "C", "C", "C", "C", "C", "C", "C", "O", "H", "H", "H", "H", "H", "H", "H", "C", "N", "C", "N", "S", "H", "H", "H", "H", "H", "H", "Te", "C", "C", "C", "C", "S", "H", "H", "H"], "coordinates": [[1.575, 1.004, -0.217], [5.788, 1.066, -1.217], [4.479, 0.816, -0.945], [3.494, 2.187, -0.472], [4.055, -0.403, -1.038], [2.725, -0.565, -0.682], [2.277, -1.772, -0.780], [0.961, -2.244, -0.439], [0.713, -3.605, -0.706], [-0.476, -4.215, -0.392], [-1.470, -3.450, 0.233], [-1.261, -2.122, 0.509], [-0.053, -1.465, 0.176], [0.063, -0.207, 0.501], [6.080, 2.013, -1.366], [6.344, 0.320, -1.597], [2.993, -2.507, -1.138], [1.501, -4.180, -1.178], [-0.637, -5.260, -0.615], [-2.415, -3.908, 0.501], [-2.026, -1.528, 0.995], [-0.885, 0.890, 3.652], [-0.193, 1.742, 2.706], [-0.711, 2.165, 1.562], [-2.008, 1.996, 1.325], [0.279, 2.947, 0.380], [-0.306, 0.845, 4.570], [-1.004, -0.120, 3.252], [-1.861, 1.310, 3.899], [0.805, 1.856, 2.782], [-2.559, 1.366, 1.883], [-2.332, 2.175, 0.384], [0.562, 0.958, -2.573], [-1.455, 1.368, -2.175], [-2.405, 0.543, -1.637], [-3.662, 1.182, -1.459], [-3.646, 2.485, -1.874], [-2.111, 2.928, -2.471], [-2.206, -0.491, -1.390], [-4.544, 0.692, -1.071], [-4.468, 3.184, -1.880]], "atomic_forces_ev_per_a": [[-0.1, 0.3, 0.3], [0.0, 0.0, 0.1], [0.0, 0.1, 0.0], [0.0, -0.1, -0.2], [0.1, -0.1, -0.1], [-0.1, -0.1, -0.2], [0.1, 0.0, 0.1], [0.0, 0.0, -0.1], [0.0, 0.0, 0.0], [0.0, 0.1, 0.0], [0.0, 0.0, 0.0], [0.0, 0.1, 0.0], [0.0, -0.1, 0.2], [-0.1, 0.0, -0.2], [0.0, 0.0, 0.0], [0.0, 0.0, 0.0], [0.0, 0.0, 0.0], [0.0, 0.0, 0.0], [0.0, 0.0, 0.0], [0.0, 0.0, 0.0], [0.0, 0.0, 0.0], [0.0, 0.0, 0.0], [0.0, 0.1, 0.0], [-0.1, -0.1, -0.1], [0.1, 0.1, 0.0], [0.2, 0.0, 0.1], [0.0, 0.0, 0.0], [0.0, 0.0, 0.0], [0.0, 0.0, 0.0], [0.0, 0.0, 0.0], [0.0, 0.0, 0.0], [0.0, 0.0, 0.0], [0.1, 0.0, 0.0], [0.0, 0.1, 0.1], [0.0, -0.1, -0.1], [0.0, 0.0, -0.1], [0.0, 0.0, 0.0], [0.0, 0.0, 0.0], [0.0, 0.0, 0.0], [0.0, 0.0, 0.0], [0.0, 0.0, 0.0]]}

---

[4]
{"formula": "C9H9IN", "method": "ωB97M-V with the def2-TZVPD basis set", "smiles": "C/[NH+]=C1\\C=CC=C[C@@]12C=C2I", "gap_ev": [7.563, 7.563], "max_force_ev_per_a": 6.104, "energy_ha": -700.39703, "e_lumo_ev": [-4.9, -4.9], "molar_mass_da": 258.08, "total_charge": 1, "homo_energy_ev": [-12.44, -12.44], "species": ["C", "N", "C", "C", "C", "C", "C", "C", "C", "C", "I", "H", "H", "H", "H", "H", "H", "H", "H", "H"], "coordinates": [[0.948, 2.010, -0.795], [-0.007, 1.400, 0.083], [-0.501, 0.124, 0.048], [0.215, -0.801, -0.711], [-0.053, -2.161, -0.586], [-1.008, -2.593, 0.269], [-1.832, -1.761, 0.935], [-1.651, -0.319, 0.833], [-2.486, 0.533, 1.865], [-3.294, 0.146, 0.895], [-4.903, 0.104, -0.265], [0.906, 1.366, -1.608], [1.826, 2.181, -0.352], [0.580, 2.933, -1.135], [-0.228, 1.898, 0.907], [0.853, -0.609, -1.500], [0.521, -2.947, -1.088], [-1.247, -3.678, 0.110], [-2.632, -2.114, 1.516], [-2.373, 0.936, 2.793]], "atomic_forces_ev_per_a": [[-3.3, -0.9, -0.6], [-1.8, -1.3, 1.2], [1.1, 2.2, -0.5], [-1.6, -2.8, 0.0], [1.7, 1.6, -0.8], [-2.5, -3.3, 0.1], [1.6, 0.9, -0.3], [-1.0, -0.8, 1.4], [-1.7, -2.5, -5.3], [3.2, 2.0, 2.0], [-0.3, -0.1, -0.2], [1.1, -0.8, -1.8], [3.7, 0.1, 1.5], [-0.7, 1.3, -0.4], [-0.6, 0.7, 0.7], [1.6, 1.2, -0.9], [-0.1, 0.7, -0.2], [0.1, 1.0, 1.0], [-0.9, -0.4, 0.6], [0.4, 1.1, 2.3]]}

---

[5]
{"formula": "H16O8", "method": "ωB97M-V with the def2-TZVPD basis set", "gap_ev": 9.448, "max_force_ev_per_a": 8.390, "energy_ha": -611.29982, "e_lumo_ev": -0.6, "molar_mass_da": 144.12, "homo_energy_ev": -10.04, "species": ["O", "H", "H", "O", "H", "H", "O", "H", "H", "O", "H", "H", "O", "H", "H", "O", "H", "H", "O", "H", "H", "O", "H", "H"], "coordinates": [[-0.987, -0.030, -2.336], [-1.247, 0.390, -3.155], [-0.619, 0.680, -1.808], [-1.507, -1.901, -1.533], [-0.743, -2.472, -1.609], [-1.184, -1.034, -1.782], [1.534, -0.606, 1.461], [2.153, 0.124, 1.455], [2.086, -1.388, 1.479], [-1.379, 1.305, 1.438], [-1.031, 2.113, 1.815], [-0.951, 0.606, 1.932], [0.562, 0.308, 3.372], [0.851, -0.111, 2.561], [1.053, -0.139, 4.061], [0.160, -0.070, -0.110], [0.761, -0.090, 0.635], [-0.551, -0.660, 0.139], [0.885, -1.071, -2.744], [0.743, -1.910, -2.306], [0.362, -0.446, -2.242], [-0.303, 2.334, -0.576], [-0.471, 2.674, 0.302], [-0.175, 1.394, -0.449]], "atomic_forces_ev_per_a": [[-1.9, 7.9, -2.2], [-0.2, -0.2, -0.5], [-0.5, 0.9, 0.4], [-1.3, -4.8, 2.4], [-0.4, -0.5, 0.1], [-0.8, -1.1, 0.3], [4.6, -1.9, 1.7], [0.8, 0.5, 0.1], [0.1, -0.6, -0.2], [-0.9, 0.0, 0.6], [-0.2, 0.0, 0.7], [-0.1, 0.1, 0.6], [-0.9, 1.1, 1.6], [-0.3, -0.3, 0.8], [-0.1, 0.0, 0.3], [-1.6, 0.0, -2.6], [-0.9, 0.1, -1.4], [-0.6, -0.3, -0.3], [3.2, -1.6, -0.9], [0.4, 0.0, -0.1], [1.3, -0.7, -0.3], [0.5, 2.1, -1.4], [-0.1, 0.0, -0.6], [0.1, -0.5, 1.0]]}

---

- Which formula does entry 2 have?
  C6H11N2O2

---

- Which formula does entry 2 have?
  C6H11N2O2